(1)
Below is 2 unconnected molecules or ions with the total composition CH2BrF2NO2S at a distorted geometry, with properties calculated with ωB97M-V with the def2-TZVPD basis set.

Output
**F_max**: 5.64 eV Å⁻¹
**Multiplicity**: 3
**Energy above the lowest of the compared OMol25 structures with the same formula, charge and spin**: 0.00 kJ/mol
**HOMO energy (spin up / spin down)**: -8.68 / -10.88 eV
**Frontier orbital gap (spin up / spin down)**: 9.14 / 6.38 eV

Last columns: bonded neighbours and bond lengths (Å).
CARTESIAN COORDINATES (ANGSTROEM)
1 C -2.0793 -1.5654 -0.9841  O4 1.264, F5 1.296, F6 1.390, Br8 1.992
2 N 0.1663 1.0480 0.2187  S7 1.556, H9 1.031
3 O 2.4011 2.3943 0.6512  S7 1.452
4 O -2.1259 -0.5845 -0.1881  C1 1.264, H10 0.973
5 F -3.2604 -2.0201 -1.2617  C1 1.296
6 F -1.2598 -2.6459 -0.6799  C1 1.390
7 S 1.0055 2.1331 0.9527  N2 1.556, O3 1.452
8 Br -1.3107 -1.0003 -2.7327  C1 1.992
9 H 0.4215 0.6372 -0.6913  N2 1.031
10 H -1.2790 -0.1127 -0.1084  O4 0.973

(2)
Below is 2 unconnected molecules or ions with the total composition CH2BrF2P, with properties calculated with ωB97M-V with the def2-TZVPD basis set.

Output
**F_max**: 0.81 eV Å⁻¹
**Multiplicity**: 3
**Energy above the lowest of the compared OMol25 structures with the same formula, charge and spin**: 0.00 kJ/mol
**HOMO energy (spin up / spin down)**: -8.87 / -10.35 eV
**Frontier orbital gap (spin up / spin down)**: 9.16 / 8.53 eV

Last columns: bonded neighbours and bond lengths (Å).
CARTESIAN COORDINATES (ANGSTROEM)
1 C -0.0940 -0.6806 -0.2854  F2 1.354, F3 1.348, P4 1.896, H6 1.104
2 F 0.5911 -1.8416 -0.4105  C1 1.354
3 F -1.3166 -0.9893 0.1901  C1 1.348
4 P 0.7650 0.4515 0.9696  C1 1.896, Br5 2.171
5 Br 2.3594 1.0866 -0.3600  P4 2.171
6 H -0.2018 -0.2374 -1.2905  C1 1.104
7 H -2.1031 2.2108 1.1868  no bonds

What is the F_max in the second record? 0.81 eV Å⁻¹